one) Here is an isolated ion of composition C3H8NO2 and charge +1 from the Open Molecules 2025 dataset. Energies are from ωB97M-V with the def2-TZVPD basis set.

Values from the calculation:
LUMO energy (alpha / beta): -4.22 / -4.22 eV
HOMO-LUMO gap (alpha / beta): 8.30 / 8.30 eV
charge: +1
molecular weight: 90.10 g mol⁻¹
2S+1: 1

Each line ends with the natural charge from an NBO analysis.
CARTESIAN COORDINATES (ANGSTROEM)
1 C -1.37 -0.90 0.98  -0.074
2 C 0.04 1.31 0.55  0.689
3 C 1.15 1.62 -1.47  -0.278
4 N -0.71 -2.17 0.53  -0.761
5 O -0.43 0.14 0.26  -0.497
6 O 0.43 2.17 -0.32  -0.409
7 H -1.22 -0.86 2.02  0.145
8 H -0.17 1.86 1.52  0.200
9 H 0.50 1.40 -2.39  0.224
10 H 1.48 0.66 -1.21  0.191
11 H 1.90 2.39 -1.73  0.240
12 H -0.96 -2.92 1.26  0.460
13 H 0.41 -2.15 0.44  0.423
14 H -1.05 -2.55 -0.44  0.447

two) Here is a 2-piece molecular cluster, C3H8NO2 overall from the Open Molecules 2025 dataset. Energies are from ωB97M-V with the def2-TZVPD basis set.

Values from the calculation:
LUMO energy: -4.76 eV
HOMO-LUMO gap: 10.10 eV
charge: +1
molecular weight: 90.10 g mol⁻¹
2S+1: 1

Each line ends with the natural charge from an NBO analysis.
CARTESIAN COORDINATES (ANGSTROEM)
1 O -1.12 0.31 0.82  -0.646
2 C -1.97 1.14 1.02  0.675
3 O -2.36 1.97 0.06  -0.652
4 H -2.47 1.29 1.97  0.124
5 H -3.14 2.48 0.34  0.507
6 C 2.20 -0.39 -0.09  -0.431
7 C 0.17 -1.15 -1.22  0.157
8 N 0.92 -1.10 -0.21  -0.376
9 H 2.97 -1.11 0.15  0.253
10 H 2.15 0.24 0.81  0.245
11 H 2.32 0.24 -0.96  0.236
12 H 0.30 -0.47 -2.06  0.224
13 H -0.55 -1.96 -1.31  0.233
14 H 0.56 -1.48 0.67  0.452

Least stable of them? one).

one) Here is one molecule with the formula C6H5N3 from the Open Molecules 2025 dataset. Energies are from ωB97M-V with the def2-TZVPD basis set.

Values from the calculation:
structure (SMILES): C=c1cnc2ccnn12
LUMO energy: -0.81 eV
HOMO-LUMO gap: 7.95 eV
charge: 0
molecular weight: 119.13 g mol⁻¹
2S+1: 1

Each line ends with the natural charge from an NBO analysis.
CARTESIAN COORDINATES (ANGSTROEM)
1 C 1.25 -1.54 -1.41  -0.316
2 C 0.27 -0.91 -0.81  0.065
3 C -1.18 -1.14 -0.90  0.068
4 N -1.90 -0.32 -0.14  -0.369
5 C -0.97 0.48 0.47  0.252
6 C -0.84 1.54 1.39  -0.330
7 C 0.55 1.74 1.45  -0.046
8 N 1.28 0.92 0.65  -0.249
9 N 0.33 0.18 0.12  -0.184
10 H 2.28 -1.24 -1.15  0.227
11 H 1.13 -2.40 -2.06  0.221
12 H -1.63 -1.92 -1.52  0.210
13 H -1.62 2.10 1.89  0.240
14 H 1.07 2.51 2.02  0.209

two) Here is one molecule with the formula C6H5N3 from the Open Molecules 2025 dataset. Energies are from ωB97M-V with the def2-TZVPD basis set.

Values from the calculation:
structure (SMILES): C1=C=NN=C=NCCC=1
LUMO energy: -0.47 eV
HOMO-LUMO gap: 8.71 eV
charge: 0
molecular weight: 119.13 g mol⁻¹
2S+1: 1

Each line ends with the natural charge from an NBO analysis.
CARTESIAN COORDINATES (ANGSTROEM)
1 C 0.63 -1.66 -0.16  -0.125
2 C 1.80 -1.20 -0.10  0.259
3 N 2.83 -0.49 0.00  -0.246
4 N 2.56 0.88 -0.17  -0.354
5 C 1.46 1.24 0.07  0.647
6 N 0.32 1.66 0.28  -0.495
7 C -0.86 1.08 -0.42  -0.196
8 C -1.26 -0.21 0.28  -0.456
9 C -0.67 -1.56 0.05  -0.125
10 H -0.64 0.94 -1.42  0.194
11 H -1.53 1.91 -0.26  0.220
12 H -2.36 -0.20 0.24  0.219
13 H -1.00 0.03 1.23  0.235
14 H -1.27 -2.41 0.37  0.224

Least stable of them? two).